(1)
A 9-piece molecular cluster, C32H54O22 overall, computed with wB97M-V/def2-TZVPD.

Properties
E_LUMO   0.0383 eV
Energy   -2906.8883 Ha
Kohn-Sham gap   9.24 eV
ΔE to the lowest compared entry with this formula, charge and spin   0.00 kcal per mole
Strongest force on any atom   0.13187 hartree/bohr
Structure (SMILES)   COC(=O)OC.COC(=O)OC.COC(=O)OC.COC(=O)OC.O=C1CCCO1.O=C1CCCO1.O=C1CCCO1.O=C1CCCO1.O=C1CCCO1

Structure (ORCA input):
```
! wB97M-V def2-TZVPD RIJCOSX def2/J DEFGRID3
* xyz 0 1
H 2.75 2.82 -2.57
H 1.45 4.50 -6.94
H 2.33 -3.59 -3.36
C -1.08 -1.72 4.60
C 4.35 -1.62 3.40
C -5.40 -3.62 1.54
H 4.27 -0.68 3.95
C -0.39 -3.29 5.99
O 0.82 2.62 -3.55
C -1.72 -3.04 6.68
O 0.04 5.73 0.87
O -0.37 1.37 -4.90
H -2.06 -1.00 6.31
O -0.32 -4.54 -3.75
H 2.18 4.15 -5.24
O 5.92 -1.28 1.79
C 2.00 -4.12 -2.46
H 5.55 -3.44 3.73
O 0.77 2.83 -5.83
C 0.41 2.29 -4.66
O -3.67 -4.45 3.70
H -4.78 -2.35 -1.56
H -1.61 -1.97 3.68
H -6.14 0.05 -2.55
H -1.92 -4.08 0.22
C -3.74 0.33 -1.31
O 0.70 -3.56 -2.10
H 0.37 4.86 -1.87
C -1.40 -5.11 -4.48
H 1.97 -5.13 -2.88
C -3.28 -4.01 2.66
O -3.99 -3.60 1.67
C -5.36 -0.70 -2.68
H -0.52 -1.12 -0.42
H -5.64 -3.23 0.55
O -1.56 -3.14 -2.35
H 0.61 4.86 -5.42
C 0.45 -0.74 -0.12
C 3.03 3.21 -1.59
O 4.91 6.20 -1.65
C 4.01 5.43 -1.08
H 4.46 8.12 -0.57
H -2.45 -3.85 6.63
H 5.83 -2.29 4.92
H -1.02 7.10 -0.39
O 3.24 5.76 -0.18
H -3.02 -2.19 5.19
C 1.05 -1.35 1.18
H -1.62 -2.51 0.96
C 6.53 -1.68 2.97
O -4.14 0.17 -2.62
O 1.49 -2.49 1.27
H -0.22 1.30 -0.26
O 0.97 -0.41 2.25
H -0.42 1.18 2.10
H 2.08 3.67 -1.30
H -5.44 -1.18 -3.65
C -1.44 -3.58 1.07
H -2.22 4.17 -0.43
C -1.13 4.17 -0.50
O -2.87 1.16 -0.98
C -5.36 -1.46 -1.33
H -3.91 -1.03 0.34
C -4.60 -0.54 -0.35
O 4.04 4.27 -1.75
H 3.86 -0.68 1.44
H -0.38 -3.83 1.09
H 5.47 8.31 -1.70
H -5.86 -4.61 1.60
H -0.30 0.50 -2.88
H 1.15 -1.09 -0.88
C 5.54 -2.36 3.87
C 0.62 0.74 0.16
C -0.49 5.25 -1.32
H 2.77 -3.91 -1.72
C -2.12 -1.93 5.74
C -0.94 0.60 -3.76
C 0.54 0.81 1.73
O -0.37 3.76 1.90
C -0.17 6.41 -0.36
O 0.45 -3.99 6.58
H -1.12 -6.14 -4.68
C 4.50 -1.44 1.90
O -1.93 -4.01 2.31
H -1.79 1.13 -3.32
H 4.19 -2.45 1.64
C 5.24 7.50 -1.01
H 3.38 2.61 -0.75
H 1.54 1.14 -0.26
C -0.54 -3.77 -2.69
H -0.61 -0.75 4.47
H -5.83 -2.93 2.27
H -1.61 -2.78 7.73
H -1.01 5.64 -2.19
O -0.15 -2.67 4.87
H -0.95 3.11 -0.71
C 1.31 4.18 -5.90
H 0.68 7.01 -0.69
H -5.16 0.26 0.14
O 7.72 -1.45 3.18
H -2.30 -5.13 -3.86
H -1.37 -0.35 -4.05
H -6.36 -1.76 -1.03
C -0.54 4.47 0.87
H 3.43 -2.20 3.48
H 6.06 7.35 -0.31
H 1.31 1.55 1.96
H -1.61 -4.67 -5.46
*
```

These are the Löwdin partial charges, in e, on atoms 1 to 4: 0.072, 0.096, 0.086, -0.176

(2)
C32H55IrN4OP2 as an isolated structure, computed with wB97M-V/def2-TZVPD.

Properties
E_LUMO (alpha / beta)   -8.0174 / -13.4043 eV
Energy   -2332.5155 Ha
Kohn-Sham gap (alpha / beta)   6.61 / 4.81 eV
ΔE to the lowest compared entry with this formula, charge and spin   0.00 kcal per mole
Strongest force on any atom   0.14995 hartree/bohr
Expectation value of S²   8.79

Structure (ORCA input):
```
! wB97M-V def2-TZVPD RIJCOSX def2/J DEFGRID3
* xyz 3 6
H 1.22 -0.91 3.92
H -4.89 0.06 -2.48
C -3.70 0.18 0.73
H -2.82 0.70 -5.04
H 4.45 1.43 3.01
H 1.99 -4.18 1.65
H -3.63 -0.89 0.95
C 0.71 -4.39 -2.54
P 2.12 -1.13 1.25
H 4.42 0.10 -0.42
H 0.53 -3.39 2.27
H 3.48 0.49 -6.01
Ir 0.05 -0.36 0.13
H 2.77 -4.32 -1.84
C 4.65 0.05 0.65
H 1.54 -2.44 4.73
C 1.58 -2.75 -0.98
C -0.97 -0.22 3.10
C 2.41 -2.34 2.73
C -0.65 -0.21 -3.91
H 4.29 -3.12 1.86
H 4.56 -2.06 3.25
C 3.91 -0.09 -3.30
C -0.54 -3.79 -2.43
H -4.64 2.30 -0.41
H 3.93 -3.68 3.48
H 2.01 -0.07 -5.20
C 3.84 0.52 2.97
C -3.55 0.47 -0.76
H 3.11 -0.81 -3.03
N 1.63 2.16 -2.15
C -3.05 0.43 -4.00
H 5.39 0.83 0.88
H 2.34 1.58 0.08
N -2.06 -2.13 3.32
H -3.83 1.13 -3.69
H -3.81 2.31 -1.95
C 1.98 -1.69 4.06
C -0.17 1.43 0.41
C -3.71 1.98 -0.91
H 0.85 -5.26 -3.17
H -2.63 -2.12 -2.51
H -1.47 2.41 -4.26
N 0.36 -2.10 -1.05
H -4.69 0.52 1.07
H -0.95 -1.26 -4.07
N -0.85 -0.96 1.92
C 2.73 1.62 1.10
C -1.75 -0.93 3.96
H -2.58 -2.28 -0.75
C 2.22 1.65 -3.02
H 3.44 -2.90 0.05
H 2.82 -1.23 4.60
H 3.70 3.19 -4.47
H 3.44 2.45 1.16
C 3.88 -2.80 2.82
H -0.45 2.32 -2.80
H -1.54 -2.97 1.42
H -0.47 0.24 -4.90
H -2.09 -0.70 4.95
H 1.64 -4.24 3.38
H -2.95 0.71 1.33
H -2.88 2.52 -0.44
H 1.91 1.86 1.79
H -1.43 -4.21 -2.89
C 2.70 0.78 -5.30
H -5.63 -0.07 -0.89
H 2.15 1.62 -5.73
H 5.14 2.15 -4.63
H 4.53 2.61 -3.02
H 4.62 -0.61 -3.96
C 1.58 -3.60 2.48
C -1.75 0.58 -3.19
H -0.49 0.74 3.27
H -4.55 -1.36 -1.47
C -4.71 -0.27 -1.46
H 0.30 -0.19 -3.36
H -2.18 2.67 -2.67
O -0.48 2.53 0.69
C 1.77 -3.87 -1.83
C 2.51 -2.34 0.00
P -1.84 -0.06 -1.39
C -2.02 -1.90 -1.62
C -1.43 2.08 -3.21
H 4.44 0.20 -2.38
C 3.41 0.31 1.51
C -1.48 -2.13 2.10
H -2.61 -2.89 3.70
C -0.68 -2.61 -1.72
C 4.24 2.34 -4.04
H 4.46 -0.29 3.35
H 2.99 0.67 3.64
H -3.45 -0.59 -4.01
H 5.11 -0.92 0.87
C 3.29 1.15 -3.94
*
```

These are the Löwdin partial charges, in e, on atoms 1 to 4: 0.046, 0.070, -0.098, 0.118